(1)
Here is a 14-piece molecular cluster, C4H36NO15S overall at a distorted geometry from the OMol25 dataset. Energies are from ωB97M-V with the def2-TZVPD basis set.

Geometry as ORCA input:
```
! wB97M-V def2-TZVPD RIJCOSX def2/J DEFGRID3
* xyz 1 1
O -1.47250 1.32940 3.13233
C -1.11492 0.99608 2.04759
O 0.09510 0.56283 1.68852
C -2.18433 0.99935 0.90995
C -2.04107 2.51835 0.54029
C -3.21005 3.01416 -0.27296
S -4.67110 3.15840 0.84213
N -1.89819 0.08098 -0.27841
H 0.82975 1.15881 2.17104
H -3.16211 0.93049 1.33520
H -1.03637 2.63279 0.16246
H -2.03814 3.03288 1.52695
H -2.93840 4.08048 -0.45706
H -3.37616 2.52231 -1.22224
H -5.27180 2.01909 0.38892
H -1.30177 -0.69453 -0.07567
H -1.53030 0.54526 -1.12190
H -2.85195 -0.21195 -0.58938
H 3.49753 -1.82445 0.79260
H 2.01879 -2.31660 0.57778
O 2.94199 -2.56686 0.51426
H 3.52110 1.11473 -1.47356
H 4.74633 1.62625 -0.69288
O 4.33882 0.83253 -1.07069
H -1.30656 -3.59537 3.04137
H 0.12044 -3.62821 3.43314
O -0.45386 -3.30716 2.71459
H 3.08362 1.80657 3.80905
H 3.77946 1.20102 2.60836
O 3.18175 1.92620 2.86032
H -2.37288 0.94441 -3.78707
H -1.02614 1.63805 -3.25491
O -1.82763 1.15903 -3.02302
H 2.94025 2.36927 0.68068
H 2.82362 3.77527 0.03881
O 2.74861 2.80597 -0.15231
H 0.99733 1.81436 -1.44517
H 0.26761 2.76595 -0.61656
O 0.09466 2.13604 -1.35238
H 5.32515 -0.76661 2.03063
H 4.63025 -0.24481 0.70966
O 4.47084 -0.64394 1.57146
H -4.33670 -2.40141 -2.50668
H -3.10052 -2.57645 -1.65658
O -3.87126 -2.02472 -1.74164
H 3.40768 -3.77766 -2.33955
H 3.16794 -2.76103 -1.11067
O 3.10941 -2.90467 -2.07529
H -3.54458 -2.47569 0.95623
H -2.71413 -2.88295 2.01449
O -2.62603 -2.30556 1.21142
H 1.03850 -1.05580 -4.07107
H 1.64555 -1.69033 -2.77900
O 1.04616 -1.01330 -3.12123
H -0.87174 -2.90204 0.04295
H -0.65001 -3.86329 -1.18058
O -1.06703 -3.06189 -0.88473
*
```

Summary:
Frontier orbital gap   9.27 eV
ΔE to the lowest compared entry with this formula, charge and spin   0.0 kJ/mol
Lowest unoccupied orbital energy   -0.0899 Ha
Molar mass   370.39 g mol⁻¹
HOMO energy   -11.72 eV
E_tot   -47764.9573 eV

Partial charges, Mulliken, in e:
1 O -0.52
2 C 0.03
3 O -0.37
4 C 0.49
5 C -0.80
6 C -0.63
7 S -0.18
8 N 0.52
9 H 0.34
10 H 0.43
11 H -0.12
12 H 0.54
13 H 0.36
14 H 0.35
15 H 0.13
16 H -0.02
17 H 0.03
18 H 0.42
19 H 0.43
20 H 0.30
21 O -0.77
22 H 0.29
23 H 0.32
24 O -0.68
25 H 0.24
26 H 0.29
27 O -0.52
28 H 0.30
29 H 0.34
30 O -0.66
31 H 0.24
32 H 0.24
33 O -0.53
34 H 0.37
35 H 0.30
36 O -0.62
37 H 0.21
38 H 0.38
39 O -0.53
40 H 0.33
41 H 0.40
42 O -0.73
43 H 0.30
44 H 0.31
45 O -0.62
46 H 0.27
47 H 0.46
48 O -0.66
49 H 0.26
50 H 0.19
51 O -0.42
52 H 0.26
53 H 0.32
54 O -0.54
55 H 0.26
56 H 0.25
57 O -0.54

---

(2)
Here is a 14-piece molecular cluster, C4H36O15 overall at a distorted geometry from the OMol25 dataset. Energies are from ωB97M-V with the def2-TZVPD basis set.

Geometry as ORCA input:
```
! wB97M-V def2-TZVPD RIJCOSX def2/J DEFGRID3
* xyz 0 1
C 2.76800 -1.48273 -1.23451
O 1.34172 -1.43198 -0.96870
C 3.40048 -0.39919 -0.33893
C 3.54699 -0.81719 1.15337
C 2.20233 -0.75661 1.98351
O 1.27793 0.00945 1.25606
H 3.04848 -2.46469 -0.81727
H 3.09821 -1.47816 -2.27821
H 0.77038 -0.97721 -1.62100
H 2.74055 0.40127 -0.42169
H 4.39278 -0.06471 -0.64117
H 4.29888 -0.09665 1.51521
H 4.15425 -1.67008 1.45013
H 2.31199 -0.14912 2.87947
H 2.04806 -1.81869 2.02592
H 0.97400 -0.50791 0.53974
H -2.36649 -3.28624 -2.05026
H -1.71719 -3.37920 -0.67120
O -1.53676 -3.42788 -1.67794
H 1.63370 -4.65090 0.63317
H 1.21863 -3.07082 0.70050
O 1.10402 -3.99279 1.08838
H -2.32663 0.54159 0.27144
H -3.18024 1.42556 1.10807
O -2.85353 1.33625 0.21043
H -0.24430 0.38361 -3.26696
H -0.96628 -1.10775 -3.06368
O -0.13201 -0.54596 -2.99132
H -2.06334 -1.13870 2.98276
H -3.57085 -1.31440 3.09914
O -2.84720 -1.63706 2.57239
H -2.05085 -2.92843 1.61371
H -0.79649 -3.85853 1.25667
O -1.73019 -3.72526 1.09530
H -0.16391 3.56748 -1.43586
H -0.90068 2.49141 -2.32204
O -0.05462 2.64756 -1.81903
H -1.42553 1.11681 2.54129
H -0.25240 0.16197 2.30476
O -1.05131 0.24467 2.81421
H -2.06071 4.32655 1.01947
H -1.65114 2.90723 0.91264
O -2.41154 3.45513 1.12877
H -2.86129 1.35170 -1.64926
H -1.87501 0.56107 -2.49394
O -2.42296 1.34815 -2.57296
H 2.35971 2.99350 -1.75319
H 3.03949 2.15329 -0.62971
O 3.08669 2.42724 -1.56157
H -3.58978 3.21760 -2.02233
H -3.05705 3.37643 -0.59215
O -2.92061 3.72618 -1.47593
H 0.81334 1.98110 0.99476
H -0.43771 1.87249 0.18522
O -0.11199 2.15354 1.03431
*
```

Summary:
Frontier orbital gap   10.34 eV
ΔE to the lowest compared entry with this formula, charge and spin   306.0 kJ/mol
Lowest unoccupied orbital energy   -0.0007 Ha
Molar mass   324.32 g mol⁻¹
HOMO energy   -10.36 eV
E_tot   -35443.6617 eV

Partial charges, Mulliken, in e:
1 C -0.74
2 O -0.44
3 C 0.01
4 C -0.80
5 C -0.61
6 O -0.41
7 H 0.23
8 H 0.35
9 H 0.32
10 H -0.31
11 H 0.60
12 H 0.35
13 H 0.45
14 H 0.42
15 H 0.27
16 H 0.34
17 H 0.29
18 H 0.43
19 O -0.62
20 H 0.29
21 H 0.40
22 O -0.76
23 H 0.21
24 H 0.33
25 O -0.62
26 H 0.28
27 H 0.30
28 O -0.72
29 H 0.39
30 H 0.28
31 O -0.71
32 H 0.44
33 H 0.30
34 O -0.78
35 H 0.30
36 H 0.31
37 O -0.51
38 H 0.30
39 H 0.54
40 O -0.73
41 H 0.31
42 H 0.52
43 O -0.69
44 H 0.54
45 H 0.18
46 O -0.69
47 H 0.29
48 H 0.38
49 O -0.62
50 H 0.29
51 H 0.37
52 O -0.66
53 H 0.25
54 H 0.27
55 O -0.71

---

(3)
Here is a 14-piece molecular cluster, C4H37NO13S overall at a distorted geometry from the OMol25 dataset. Energies are from ωB97M-V with the def2-TZVPD basis set.

Geometry as ORCA input:
```
! wB97M-V def2-TZVPD RIJCOSX def2/J DEFGRID3
* xyz 0 1
C 0.04293 -0.46034 0.45472
C 1.32360 -0.69288 -0.38288
C 2.34625 -1.76524 0.16281
S 2.83462 -3.02211 -1.01454
C 0.27034 0.48794 1.62550
N -0.54813 1.73194 1.38083
H -0.36074 -1.45390 0.88094
H -0.71979 -0.05922 -0.32411
H 1.85498 0.28520 -0.57387
H 0.96510 -0.96499 -1.47114
H 1.95070 -2.14829 1.09599
H 3.18684 -1.18854 0.56765
H 1.63164 -3.41667 -1.43555
H 1.24547 0.61090 1.92949
H -0.26187 0.11186 2.49417
H -0.18446 2.21017 0.51631
H -0.50905 2.47147 2.08246
H -0.13900 2.94753 -1.93682
H 0.92726 2.76708 -0.78147
O 0.67240 2.58253 -1.67089
H -2.87845 1.59711 1.24282
H -3.09153 0.35728 2.12999
O -3.48113 0.83307 1.39307
H 1.81323 3.89577 0.89697
H 2.26994 2.41615 1.11739
O 1.56426 2.97217 0.82720
H -1.49196 -1.43314 -1.58601
H -2.97515 -1.53526 -1.86416
O -2.23372 -2.08451 -1.61559
H -1.78165 -2.69278 2.55935
H -0.66001 -1.92063 2.94487
O -1.58387 -1.95674 3.17092
H -0.74705 0.95018 -3.09207
H -1.60299 0.28853 -4.10498
O -0.73249 0.07834 -3.51874
H -3.66343 3.29522 -1.04117
H -3.23380 1.90970 -1.20151
O -2.88543 2.71159 -0.95724
H 3.44904 1.89384 -2.53192
H 2.26490 2.63463 -2.19077
O 3.16477 2.71579 -2.28857
H 4.29071 1.08062 2.30076
H 3.01782 1.36895 2.98801
O 3.32969 0.88726 2.21173
H 0.63565 -2.74122 -2.84663
H 0.77853 -1.73888 -3.93198
O 1.05934 -2.51654 -3.67540
H 2.69239 -2.04506 3.07169
H 2.10882 -0.81418 3.87165
O 2.08711 -1.78066 3.68735
H -3.55948 0.34384 -0.06508
H -4.65810 -0.27384 -1.16318
O -3.72327 0.10944 -1.05533
H -1.34443 -3.46790 0.41874
H -2.43548 -2.76053 -0.17319
O -2.29188 -3.61205 0.47139
*
```

Summary:
Frontier orbital gap   8.38 eV
ΔE to the lowest compared entry with this formula, charge and spin   244.5 kJ/mol
Lowest unoccupied orbital energy   -0.0184 Ha
Molar mass   339.40 g mol⁻¹
HOMO energy   -8.89 eV
E_tot   -43688.9932 eV

Partial charges, Mulliken, in e:
1 C 1.73
2 C 0.71
3 C -0.46
4 S -0.10
5 C -0.08
6 N -0.34
7 H -1.13
8 H -0.33
9 H -0.13
10 H -0.28
11 H 0.02
12 H 0.24
13 H 0.01
14 H -0.61
15 H 0.60
16 H -0.13
17 H 0.27
18 H 0.28
19 H 0.40
20 O -0.66
21 H 0.34
22 H 0.32
23 O -0.76
24 H 0.22
25 H 0.27
26 O -0.54
27 H 0.32
28 H 0.32
29 O -0.68
30 H 0.40
31 H 0.29
32 O -0.62
33 H 0.20
34 H 0.33
35 O -0.56
36 H 0.28
37 H 0.34
38 O -0.58
39 H 0.28
40 H 0.42
41 O -0.62
42 H 0.25
43 H 0.31
44 O -0.57
45 H 0.31
46 H 0.26
47 O -0.58
48 H 0.31
49 H 0.30
50 O -0.60
51 H 0.53
52 H 0.29
53 O -0.81
54 H 0.27
55 H 0.51
56 O -0.74

---

(4)
Here is a 14-piece molecular cluster, C4H37NO14S overall at a distorted geometry from the OMol25 dataset. Energies are from ωB97M-V with the def2-TZVPD basis set.

Geometry as ORCA input:
```
! wB97M-V def2-TZVPD RIJCOSX def2/J DEFGRID3
* xyz 0 1
C 0.39884 -1.06596 -0.56979
N 1.22350 -0.13143 0.23448
C 2.21307 -0.72866 1.12664
O 1.89870 -0.91286 2.55435
C 0.13032 -0.32616 -1.85779
C -0.45732 -1.11946 -3.04848
S -2.29562 -1.14425 -2.92956
H -0.42374 -1.47040 -0.00460
H 1.06837 -1.89703 -0.83821
H 0.61338 0.53589 0.71194
H 2.49161 -1.70186 0.72548
H 3.10306 -0.09002 1.16563
H 1.26044 -1.65117 2.59037
H -0.61202 0.45834 -1.56570
H 1.02328 0.16844 -2.30184
H -0.17959 -0.59005 -3.96886
H -0.14837 -2.15897 -3.10172
H -2.56277 0.12162 -3.20696
H -3.01960 0.39900 1.24849
H -1.78338 0.90422 1.72420
O -2.40901 1.13967 0.99585
H 0.53986 0.54410 2.98911
H 0.27055 1.97684 2.40594
O -0.13043 1.09507 2.55407
H 4.08027 2.33293 -2.41483
H 3.45431 1.03968 -2.00842
O 3.22534 1.89709 -2.38368
H 0.83806 2.12626 -0.39261
H 1.85024 2.89743 -1.27023
O 1.20038 3.00255 -0.55616
H -0.82613 2.87789 -1.39475
H -0.49678 2.70108 -2.91690
O -1.02360 2.35720 -2.18795
H -1.56560 -2.60119 0.89781
H -2.09115 -3.09814 -0.54539
O -1.98062 -3.31127 0.38468
H -3.63223 -1.51065 0.85363
H -5.00460 -0.91427 1.09669
O -4.12761 -0.93989 1.47879
H -0.37523 -0.74244 2.10099
H -1.56446 -1.62635 2.72710
O -0.78586 -1.61794 2.15002
H 1.61346 -4.18932 -1.79009
H 0.52567 -3.90062 -0.66244
O 0.66954 -4.05307 -1.60477
H -0.26895 -4.43852 1.49624
H 0.39580 -3.10204 1.58393
O 0.61218 -4.04600 1.47693
H 3.20905 2.61923 0.75568
H 4.62361 2.56444 1.27128
O 4.03639 2.15958 0.62514
H -1.82854 4.43234 0.29158
H -1.64011 3.22104 1.24175
O -1.36094 4.13288 1.07812
H 1.81370 3.05052 1.43540
H 0.81440 4.20026 1.91332
O 1.29029 3.38655 2.16198
*
```

Summary:
Frontier orbital gap   8.91 eV
ΔE to the lowest compared entry with this formula, charge and spin   62.7 kJ/mol
Lowest unoccupied orbital energy   0.0070 Ha
Molar mass   355.40 g mol⁻¹
HOMO energy   -8.72 eV
E_tot   -45739.0090 eV

Partial charges, Mulliken, in e:
1 C 0.50
2 N 0.59
3 C -0.86
4 O -0.63
5 C 0.51
6 C -0.91
7 S -0.26
8 H -0.10
9 H 0.25
10 H 0.05
11 H 0.44
12 H 0.33
13 H 0.44
14 H -0.14
15 H -0.32
16 H 0.41
17 H 0.37
18 H 0.10
19 H 0.42
20 H 0.29
21 O -0.68
22 H 0.46
23 H 0.28
24 O -0.78
25 H 0.28
26 H 0.29
27 O -0.63
28 H 0.34
29 H 0.35
30 O -0.55
31 H 0.17
32 H 0.32
33 O -0.54
34 H 0.22
35 H 0.33
36 O -0.65
37 H 0.37
38 H 0.29
39 O -0.64
40 H -0.01
41 H 0.26
42 O -0.71
43 H 0.28
44 H 0.41
45 O -0.63
46 H 0.36
47 H 0.21
48 O -0.72
49 H 0.27
50 H 0.30
51 O -0.59
52 H 0.28
53 H 0.35
54 O -0.61
55 H 0.26
56 H 0.34
57 O -0.75